Record 1
The following is a quantum chemistry calculation of an isolated molecule of C6H10O at a distorted geometry, from the Open Molecules 2025 dataset.

Positions of all 17 atoms, in Å:
O -0.618915 1.355224 -0.400491
C -0.882613 -0.028348 -0.580441
C 0.778971 1.532798 -0.410913
C -1.983224 -0.405764 0.392634
C 1.516280 0.288922 0.079057
C 0.473123 -0.713975 -0.410629
C 1.063273 -0.849584 0.930752
H -1.649730 -0.238087 1.417815
H 2.544909 0.191370 -0.255870
H 0.765468 -1.388559 -1.178409
H -2.876381 0.208437 0.233085
H 0.422343 -0.690809 1.769909
H 1.801823 -1.650651 0.985541
H 1.095807 1.721013 -1.460190
H -1.236657 -0.233096 -1.601189
H 1.029968 2.358171 0.220001
H -2.244444 -1.457069 0.269336

Cartesian forces (eV/Å) of the 6 atoms listed first:
O 0.344 0.107 0.394
C 0.185 -0.269 -0.078
C 0.619 0.628 0.509
C 0.048 -0.132 0.056
C -0.641 -0.345 -1.962
C -0.038 -0.899 -0.371

Output
- total energy (eV) = -8429.8555
- HOMO energy (eV) = -9.392
- strongest force on any atom (eV/A) = 2.09



Record 2
The following is a quantum chemistry calculation of a cluster of 2 separate species, C3H10NO2 in total at a distorted geometry, from the Open Molecules 2025 dataset.

Positions of all 16 atoms, in Å:
O 2.625170 -0.433204 0.876357
O -1.060364 -2.137818 -1.191086
N 0.404408 1.944259 -0.204680
C -0.296868 0.798402 -0.837181
C -1.070201 -0.102681 0.150781
C -0.810674 -1.651927 0.010745
H -0.174594 2.756846 -0.065747
H -2.150742 0.086918 0.004387
H -0.970112 1.291575 -1.542471
H 0.939444 1.779867 0.637578
H 1.881944 -0.916521 1.250535
H -1.367290 -2.193405 0.811285
H 0.303767 -1.605058 0.320622
H -0.909397 0.243137 1.175594
H 0.463757 0.315891 -1.450654
H 2.191754 -0.176282 0.053935

Cartesian forces (eV/Å) of the 6 atoms listed first:
O -0.203 0.207 -0.119
O 0.143 -0.038 -0.270
N 0.356 0.562 -0.365
C 0.246 0.828 0.839
C -1.204 -0.173 -0.382
C 0.414 1.190 -0.413

Output
- total energy (eV) = -8857.5074
- total charge = -1
- HOMO energy (eV) = -2.520
- strongest force on any atom (eV/A) = 1.33



Record 3
The following is a quantum chemistry calculation of a structure of composition C25H40BrCl3N3O3SiTb at a distorted geometry, from the Open Molecules 2025 dataset.

Positions of all 77 atoms, in Å:
Tb 0.834782 -0.696251 1.312044
Br -2.547490 4.675951 1.785784
Cl -0.133043 -2.795096 0.159579
Cl 1.621318 -0.547367 -1.192493
Cl 1.457817 -2.101279 3.345312
Si 1.370724 -4.404102 -0.465507
O -2.161213 -1.609325 -1.742743
O 2.689017 0.615045 1.698878
O -1.473718 -0.699475 1.542909
N -3.560132 -1.429461 0.905567
N 4.486103 -0.513225 2.507733
N 0.233190 1.759158 0.758287
C 1.287504 -5.420243 1.097169
C 4.086064 -0.321789 3.904227
C -4.184755 -0.950123 -3.748743
C -1.910570 -0.666897 -2.649712
C -2.419727 -2.714423 -4.047881
C 3.754707 -0.040677 1.504769
C 3.105191 -3.739356 -0.629811
C -1.293439 1.789408 -2.655160
C 1.061287 3.838249 -0.159686
C -3.520340 2.547020 -1.176539
C -3.219738 -2.851476 0.923696
C -0.807596 2.425989 1.298002
C -2.183781 0.798947 -2.232419
C -2.917397 -1.396313 -3.540714
C 0.006901 4.531936 0.445881
C -2.657198 3.524186 -1.668069
C 5.837141 -0.980854 2.234060
C -1.548275 3.141909 -2.427754
C -0.962797 3.821130 1.149146
C -5.313985 -1.841398 -4.148515
C 0.850139 -5.230134 -2.025537
C -2.636021 -0.486268 1.094949
C -3.276139 1.188282 -1.451909
C 1.117517 2.459764 0.022737
C -4.965218 -1.085864 0.627978
H 5.906617 -1.158184 1.150593
H -2.414413 -2.998796 1.640500
H 1.566285 -6.001660 -2.327767
H 4.089649 -0.326518 0.492698
H -4.390911 2.855909 -0.587904
H 4.306749 -1.243491 4.451348
H 1.829242 4.322940 -0.766972
H -2.824408 4.585435 -1.488050
H 3.129190 -2.772950 -1.149735
H 1.911920 1.859751 -0.415996
H 3.622272 -3.639956 0.336753
H -0.123510 -5.715690 -1.947985
H -0.093114 5.603509 0.347895
H -0.882034 -0.784816 -3.038092
H -5.606467 -1.891547 1.020740
H -3.942954 0.428047 -1.032758
H -0.860915 3.877187 -2.848871
H 0.429339 -6.105455 1.062440
H -5.361112 -2.028773 -5.232867
H -5.171438 -0.973684 -0.454437
H 6.029163 -1.914177 2.781862
H -1.527909 1.839972 1.866648
H 4.627097 0.521296 4.349395
H 2.193731 -6.028169 1.234825
H 3.009587 -0.143008 3.959966
H 3.718928 -4.456589 -1.201492
H -2.956378 0.537101 0.841443
H 6.580376 -0.217612 2.522112
H -2.889459 -3.168693 -0.072501
H -1.401209 -2.588045 -4.418748
H 1.204493 -4.775213 1.986628
H -6.293406 -1.408092 -3.893945
H -3.047810 -3.104993 -4.843930
H -5.228331 -0.144941 1.135877
H 0.803454 -4.531071 -2.862565
H -0.410772 1.428735 -3.192285
H -2.342998 -3.456965 -3.248812
H -5.278446 -2.836437 -3.670072
H -4.114893 -3.399154 1.218230
H -4.462262 0.090179 -3.558310

Cartesian forces (eV/Å) of the 6 atoms listed first:
Tb -1.200 1.273 -0.980
Br 0.606 -0.273 -0.038
Cl 0.769 -2.520 -1.205
Cl 0.489 0.071 0.221
Cl 0.022 -0.211 0.156
Si -0.042 0.651 1.200

Output
- total energy (eV) = -175111.3410
- HOMO energy (alpha / beta) (eV) = -5.165 / -5.164
- spin multiplicity = 7
- strongest force on any atom (eV/A) = 3.89



Question: Look up the total energy of the third one.
Answer: -175111.3410 eV



Question: Among the records above, which one has the lowest strongest force on any atom?
Answer: C3H10NO2